{"formula": "C15H21NO2", "method": "ωB97M-V with the def2-TZVPD basis set", "total_charge": 0, "relative_energy_ev": 0.251, "e_tot_ev": -21481.443, "smiles": "COc1cccc([C@@H](C)NC(=O)C2CCCC2)c1", "species": ["C", "O", "C", "C", "C", "C", "C", "C", "C", "N", "C", "O", "C", "C", "C", "C", "C", "C", "H", "H", "H", "H", "H", "H", "H", "H", "H", "H", "H", "H", "H", "H", "H", "H", "H", "H", "H", "H", "H"], "coordinates": [[-2.891836, -1.846041, -2.608214], [-1.903727, -1.926121, -3.604543], [-0.711153, -1.298809, -3.396725], [0.241502, -1.457175, -4.402237], [1.481494, -0.867328, -4.274119], [1.787530, -0.113435, -3.154086], [0.843509, 0.060578, -2.152542], [1.194660, 0.920892, -0.955164], [1.185886, 2.400060, -1.348620], [0.307165, 0.715185, 0.169433], [0.649855, -0.009402, 1.259018], [1.719792, -0.567566, 1.365280], [-0.435677, -0.017580, 2.335143], [-0.139346, -1.068378, 3.418596], [-0.157217, -0.317668, 4.750756], [0.302502, 1.083697, 4.365569], [-0.457900, 1.342158, 3.067956], [-0.405080, -0.532901, -2.277880], [-3.227874, -0.814646, -2.454796], [-3.726825, -2.442686, -2.972436], [-2.540156, -2.260505, -1.657562], [-0.013882, -2.052109, -5.264359], [2.219040, -1.000603, -5.051271], [2.764714, 0.334108, -3.053169], [2.192447, 0.633740, -0.603041], [1.464909, 3.019185, -0.498883], [0.193059, 2.691182, -1.688156], [1.888775, 2.577691, -2.156940], [-0.587014, 1.178776, 0.141206], [-1.395191, -0.204281, 1.844731], [0.856774, -1.473840, 3.231734], [-0.853526, -1.890191, 3.397773], [-1.172413, -0.276471, 5.151264], [0.486831, -0.782939, 5.494734], [1.375204, 1.077566, 4.169400], [0.088266, 1.829381, 5.130221], [-1.488064, 1.624188, 3.294851], [-0.007795, 2.139470, 2.475832], [-1.129240, -0.407182, -1.488753]], "forces_ev_per_angstrom": [[-0.2, 0.0, 0.2], [0.3, 0.0, -0.2], [0.1, 0.0, -0.1], [-0.2, -0.1, 0.0], [-0.1, 0.0, 0.0], [0.0, 0.1, 0.1], [0.2, -0.1, -0.1], [0.2, 0.1, 0.0], [0.1, -0.2, 0.1], [0.0, 0.3, -0.5], [-0.6, 0.0, 0.2], [0.4, -0.1, 0.0], [0.2, -0.2, 0.0], [0.0, -0.1, 0.0], [0.1, 0.0, 0.0], [-0.2, 0.0, 0.1], [0.0, 0.1, 0.1], [-0.2, -0.1, 0.0], [0.0, 0.0, 0.0], [0.0, 0.1, 0.1], [0.0, 0.0, 0.0], [0.0, -0.1, -0.1], [0.1, 0.0, -0.1], [0.1, 0.1, 0.0], [-0.2, 0.1, -0.1], [0.0, 0.1, 0.1], [-0.1, 0.1, -0.1], [0.0, 0.1, -0.1], [0.0, -0.1, 0.2], [0.1, 0.0, 0.0], [-0.1, 0.0, 0.0], [0.0, -0.1, 0.0], [0.0, 0.0, 0.1], [0.0, 0.0, 0.1], [0.1, 0.0, 0.0], [0.1, 0.1, 0.0], [0.0, 0.0, 0.0], [-0.1, 0.1, 0.0], [-0.1, 0.0, 0.1]]}



{"formula": "C15H21NO4", "method": "ωB97M-V with the def2-TZVPD basis set", "total_charge": 0, "relative_energy_ev": 0.465, "e_tot_ev": -25576.920, "smiles": "CCCCOc1ccccc1C(=O)NCCCC(=O)O", "species": ["C", "C", "C", "C", "O", "C", "C", "C", "C", "C", "C", "C", "O", "N", "C", "C", "C", "C", "O", "O", "H", "H", "H", "H", "H", "H", "H", "H", "H", "H", "H", "H", "H", "H", "H", "H", "H", "H", "H", "H", "H"], "coordinates": [[-3.901376, -2.154915, 0.492952], [-3.759795, -1.097638, -0.596279], [-2.306347, -0.779843, -0.943822], [-1.561272, -0.092787, 0.202205], [-0.237413, 0.261364, -0.145502], [-0.022350, 1.229334, -1.087501], [-0.962321, 2.172913, -1.485908], [-0.639577, 3.117031, -2.446245], [0.610608, 3.126200, -3.036131], [1.550056, 2.186136, -2.649283], [1.252869, 1.251707, -1.671585], [2.270055, 0.223123, -1.280702], [2.770624, -0.547023, -2.076901], [2.593604, 0.264646, 0.028519], [3.405897, -0.748922, 0.651842], [2.588117, -1.693071, 1.541986], [2.248453, -1.112480, 2.924446], [1.214093, -0.018912, 2.862025], [1.408181, 1.120912, 2.526227], [0.008159, -0.446933, 3.244995], [-4.949531, -2.406387, 0.637104], [-3.505786, -1.800294, 1.441218], [-3.367926, -3.060421, 0.213665], [-4.256485, -1.454949, -1.500587], [-4.266673, -0.181491, -0.282886], [-1.775664, -1.698136, -1.202829], [-2.279811, -0.127576, -1.819720], [-1.436789, -0.787269, 1.037008], [-2.123013, 0.782683, 0.556051], [-1.950488, 2.186348, -1.052678], [-1.382565, 3.844913, -2.737705], [0.850786, 3.855897, -3.793845], [2.529204, 2.164321, -3.102971], [2.117478, 0.912382, 0.638459], [4.199149, -0.273371, 1.237660], [3.857139, -1.319209, -0.164771], [3.168392, -2.603336, 1.701377], [1.670036, -1.963493, 1.017974], [3.154929, -0.700062, 3.371540], [1.856609, -1.905835, 3.561427], [-0.639254, 0.274441, 3.189167]], "forces_ev_per_angstrom": [[-0.1, 0.2, -0.1], [0.2, -0.1, 0.0], [0.0, 0.2, 0.1], [-0.4, -0.2, -0.1], [0.2, 0.1, -0.2], [0.2, 0.1, -0.1], [-0.1, -0.1, 0.2], [0.0, 0.0, 0.0], [0.0, 0.1, -0.1], [0.0, -0.1, 0.1], [-0.3, -0.1, 0.0], [0.0, 0.2, 0.2], [0.0, -0.2, -0.3], [0.1, 0.1, 0.2], [0.0, -0.3, -0.1], [0.1, 0.2, 0.0], [-0.1, -0.2, -0.1], [0.2, 0.2, 0.1], [0.1, 0.2, 0.0], [-0.6, -0.4, 0.2], [-0.1, -0.1, 0.1], [0.0, 0.0, 0.2], [0.1, -0.1, 0.0], [-0.1, 0.1, 0.0], [-0.1, 0.0, -0.1], [0.1, 0.0, 0.0], [0.0, -0.1, 0.0], [-0.1, 0.1, 0.0], [0.0, 0.0, 0.0], [-0.1, -0.1, 0.0], [-0.1, 0.0, 0.0], [0.0, 0.1, -0.1], [0.1, 0.0, -0.1], [0.0, 0.0, -0.1], [0.0, -0.1, -0.1], [0.0, 0.1, 0.2], [0.0, 0.0, 0.0], [0.0, -0.1, 0.0], [-0.1, 0.0, 0.0], [0.1, 0.1, 0.0], [0.3, 0.1, -0.1]]}



{"formula": "C15H22ClNO", "method": "ωB97M-V with the def2-TZVPD basis set", "total_charge": 0, "relative_energy_ev": 1.348, "e_tot_ev": -31971.950, "smiles": "Clc1cccc(OCCCCN2CCCCC2)c1", "species": ["Cl", "C", "C", "C", "C", "C", "O", "C", "C", "C", "C", "N", "C", "C", "C", "C", "C", "C", "H", "H", "H", "H", "H", "H", "H", "H", "H", "H", "H", "H", "H", "H", "H", "H", "H", "H", "H", "H", "H", "H"], "coordinates": [[-1.969856, -0.656922, 7.653866], [-1.949936, -1.035268, 5.967853], [-2.967866, -1.807673, 5.429044], [-2.928287, -2.096883, 4.078507], [-1.904681, -1.630988, 3.270541], [-0.886656, -0.855973, 3.819731], [0.181711, -0.355890, 3.149616], [0.279820, -0.527747, 1.749085], [-0.643172, 0.421479, 0.979162], [-0.711552, 0.101209, -0.511972], [0.618350, 0.326838, -1.239126], [0.461208, 0.052163, -2.656943], [1.601898, -0.572751, -3.296498], [2.766507, 0.391391, -3.552199], [2.277716, 1.557288, -4.407582], [1.085034, 2.225343, -3.728532], [-0.003900, 1.183266, -3.438224], [-0.918717, -0.559978, 5.184789], [-3.767502, -2.170392, 6.053817], [-3.711547, -2.697451, 3.641032], [-1.913889, -1.881639, 2.222195], [0.081351, -1.569956, 1.470525], [1.326212, -0.305746, 1.526833], [-0.294057, 1.445658, 1.125199], [-1.646361, 0.354370, 1.406204], [-1.015105, -0.936640, -0.659499], [-1.475342, 0.732048, -0.968784], [0.966706, 1.351013, -1.038747], [1.363987, -0.361546, -0.836951], [1.928507, -1.414540, -2.681226], [1.254333, -0.972137, -4.255512], [3.144720, 0.767104, -2.598519], [3.578637, -0.136912, -4.054373], [3.081185, 2.281312, -4.561057], [1.971895, 1.180950, -5.387197], [1.411474, 2.687869, -2.794227], [0.674226, 3.011580, -4.363983], [-0.839896, 1.650187, -2.914071], [-0.380297, 0.787543, -4.387372], [-0.126858, 0.038421, 5.604593]], "forces_ev_per_angstrom": [[0.0, 0.1, 0.2], [0.1, 0.0, -0.3], [-0.1, 0.0, 0.0], [0.0, 0.0, 0.2], [0.2, 0.1, -0.3], [-0.2, -0.1, 0.3], [0.0, 0.1, 0.3], [-0.1, 0.2, -0.4], [0.0, -0.2, 0.1], [0.3, 0.2, 0.2], [-0.4, -0.1, 0.0], [0.0, -0.2, 0.0], [0.3, 0.0, 0.0], [-0.2, -0.1, -0.2], [0.1, 0.1, 0.3], [-0.1, -0.2, -0.1], [0.0, 0.3, 0.0], [0.0, 0.0, -0.1], [-0.1, 0.0, 0.1], [-0.1, 0.0, 0.0], [0.0, 0.0, -0.1], [0.0, 0.0, 0.0], [-0.1, -0.1, 0.0], [0.0, 0.0, 0.1], [0.0, 0.1, 0.0], [0.0, 0.0, -0.1], [-0.1, 0.0, -0.1], [0.1, 0.0, 0.1], [0.1, 0.0, 0.0], [0.0, 0.0, -0.1], [0.1, -0.1, 0.0], [0.1, 0.0, 0.1], [0.1, 0.0, 0.1], [0.0, 0.0, -0.1], [0.0, 0.0, -0.1], [0.0, 0.1, 0.0], [0.0, 0.1, 0.0], [-0.1, 0.0, -0.1], [-0.1, 0.1, 0.0], [0.1, 0.1, 0.1]]}



{"formula": "C15H22CrF3N2O9", "method": "ωB97M-V with the def2-TZVPD basis set", "s2": 3.775, "spin_multiplicity": 4, "total_charge": 0, "relative_energy_ev": 0.617, "e_tot_ev": -73895.328, "species": ["Cr", "N", "C", "C", "C", "C", "N", "H", "H", "H", "H", "H", "H", "H", "H", "H", "H", "H", "H", "O", "C", "C", "O", "C", "C", "O", "C", "O", "O", "C", "O", "C", "C", "O", "C", "H", "H", "H", "H", "H", "H", "H", "H", "H", "H", "F", "C", "F", "F", "C", "O", "O"], "coordinates": [[0.468623, 0.077687, 0.034918], [-0.372851, -1.012255, 1.696243], [-1.256362, -0.532776, 2.786543], [-0.897348, 0.896751, 3.137088], [-1.428486, 1.899317, 2.099914], [-0.341557, 2.821186, 1.582831], [0.496065, 2.130233, 0.561173], [-0.808300, -1.810635, 1.243500], [0.517656, -1.311996, 2.086444], [-1.157206, -1.191474, 3.650532], [-2.288240, -0.596650, 2.438298], [0.195695, 0.950136, 3.189116], [-1.263405, 1.147273, 4.133345], [-2.251126, 2.482413, 2.515452], [-1.842209, 1.370631, 1.235959], [0.309381, 3.131269, 2.400406], [-0.761676, 3.722850, 1.138557], [1.475153, 2.378821, 0.669680], [0.224694, 2.453572, -0.364013], [6.403468, 1.232468, -0.336959], [5.230806, 1.018269, -0.259805], [4.178656, 1.276293, -1.363448], [4.383736, 1.760669, -2.444347], [2.919806, 0.789539, -0.774681], [3.101781, 0.315243, 0.495729], [2.050974, -0.191159, 1.127835], [4.487816, 0.407528, 0.947517], [4.974657, 0.085082, 2.001885], [1.717753, 0.744510, -1.307277], [-3.551435, -1.663818, -0.632679], [-2.160053, -1.832467, -0.430233], [-1.575800, -2.887477, -1.167099], [-0.262103, -2.455608, -1.753978], [0.645641, -1.973821, -0.728750], [2.008150, -2.276774, -1.105367], [-3.778721, -1.591467, -1.699850], [-3.837976, -0.730121, -0.152743], [-4.123596, -2.488656, -0.197277], [-2.212669, -3.178048, -2.009562], [-1.449356, -3.766954, -0.524173], [-0.388194, -1.678198, -2.505684], [0.195667, -3.336613, -2.209800], [2.085530, -3.346709, -1.294476], [2.644581, -2.011414, -0.271328], [2.282991, -1.713339, -1.996049], [-1.902421, 3.108187, -2.003002], [-2.530279, 1.955032, -2.314228], [-3.548881, 1.817143, -1.444688], [-3.044016, 2.083588, -3.529057], [-1.549274, 0.763259, -2.197591], [-1.333346, 0.061588, -3.155383], [-1.082404, 0.697883, -0.999442]], "forces_ev_per_angstrom": [[0.3, 0.1, -0.1], [-0.4, 0.1, -0.1], [0.1, 0.0, -0.1], [0.0, 0.0, 0.0], [0.0, -0.1, -0.1], [0.1, 0.0, -0.1], [-0.1, -0.1, 0.1], [0.0, 0.0, 0.0], [0.0, 0.0, 0.0], [0.0, 0.0, 0.0], [0.0, 0.0, 0.0], [0.0, 0.0, 0.0], [0.0, 0.0, 0.0], [0.1, 0.1, 0.0], [-0.1, 0.0, 0.0], [0.0, 0.0, 0.0], [0.0, 0.0, 0.0], [0.0, 0.0, 0.0], [0.0, 0.0, 0.0], [0.0, 0.0, 0.0], [0.0, 0.0, 0.0], [0.0, 0.0, 0.1], [0.0, 0.0, 0.0], [-0.3, 0.1, -0.5], [-0.4, -0.3, 0.5], [0.5, 0.1, -0.1], [0.1, 0.1, -0.1], [0.0, 0.0, 0.0], [0.2, -0.1, 0.0], [0.0, 0.0, 0.0], [0.0, -0.1, 0.0], [-0.2, 0.0, 0.0], [0.2, -0.1, -0.1], [0.1, 0.2, -0.1], [-0.1, -0.1, 0.1], [0.0, 0.0, 0.0], [0.0, 0.0, 0.0], [0.0, 0.0, 0.0], [0.0, 0.0, 0.0], [0.0, 0.0, 0.0], [0.0, 0.0, 0.1], [0.0, 0.0, 0.0], [0.0, 0.0, 0.0], [0.0, 0.0, 0.0], [0.0, 0.0, 0.0], [0.0, 0.0, 0.0], [0.0, 0.0, 0.0], [-0.1, 0.0, 0.0], [0.0, 0.0, 0.0], [0.2, 0.0, 0.4], [-0.1, 0.0, -0.1], [-0.2, 0.0, -0.2]]}



Which formula does entry 4 have? C15H22CrF3N2O9